A structure of composition C62H57CsN9O7 at a distorted geometry. Source: the Open Molecules 2025 dataset; level of theory: wB97M-V/def2-TZVPD.

Last column: Mulliken charge in e.
Atoms and positions in Å:
Cs1 0.07 1.80 -0.54  1.70
C1 1.75 -6.71 -4.32  -0.42
C2 0.43 -6.39 -4.01  -0.67
C3 0.14 -5.37 -3.11  -0.54
C4 1.17 -4.64 -2.49  0.57
C5 2.49 -4.96 -2.85  -0.19
C6 2.77 -5.98 -3.73  -0.75
C7 0.88 -3.56 -1.55  -0.02
C8 -0.34 -2.74 -1.67  -0.34
C9 -0.30 -1.29 -1.44  0.77
C10 -1.58 -0.93 -1.24  0.14
C11 -2.38 -2.12 -1.38  -0.83
N1 -1.56 -3.19 -1.76  -0.28
C12 -3.64 -2.27 -0.87  0.91
C13 -4.06 -1.47 0.27  -0.14
C14 -5.31 -1.44 0.95  -1.05
C15 -5.05 -0.96 2.22  -0.94
C16 -3.65 -0.71 2.28  -0.05
C17 -2.72 -0.68 3.39  0.76
C18 -3.20 -1.18 4.70  -0.06
C19 -2.66 -2.30 5.32  -0.20
C20 -3.14 -2.73 6.54  -0.78
C21 -4.17 -2.05 7.17  -0.38
C22 -4.72 -0.93 6.57  -0.71
C23 -4.24 -0.50 5.34  -0.16
C24 -1.39 -0.43 3.16  -0.88
N2 -0.35 -1.19 3.73  -0.26
C25 0.65 -1.08 2.90  -0.96
C26 1.83 -1.98 2.85  0.36
C27 2.59 -2.30 4.06  0.43
C28 2.00 -2.34 5.33  -0.60
C29 2.74 -2.64 6.46  -0.72
C30 4.11 -2.89 6.37  -0.45
C31 4.72 -2.82 5.13  -1.11
C32 3.97 -2.52 4.00  0.23
C33 2.04 -2.63 1.65  0.39
C34 2.84 -3.87 1.44  -1.61
C35 2.58 -4.31 0.21  -1.63
C36 1.60 -3.36 -0.39  0.15
N3 1.34 -2.38 0.51  0.55
C37 0.40 -0.09 1.87  1.63
C38 -0.88 0.30 2.03  0.78
N4 -3.08 -1.01 1.08  -0.06
C39 -4.49 -3.43 -1.23  -0.39
C40 -5.67 -3.21 -1.93  -0.15
C41 -6.50 -4.27 -2.26  -0.71
C42 -6.16 -5.56 -1.89  -0.30
C43 -4.97 -5.78 -1.20  -0.88
C44 -4.14 -4.72 -0.87  0.04
H1 1.97 -7.50 -5.02  0.36
H2 -0.38 -6.94 -4.46  0.39
H3 -0.88 -5.14 -2.86  0.61
H4 3.29 -4.36 -2.44  0.48
H5 3.81 -6.20 -3.98  0.36
H6 0.60 -0.69 -1.44  -0.27
H7 -2.01 0.03 -1.04  0.40
H8 -6.26 -1.78 0.58  0.50
H9 -5.76 -0.85 3.03  0.45
H10 -1.85 -2.82 4.83  0.46
H11 -2.71 -3.61 7.00  0.39
H12 -4.55 -2.40 8.13  0.37
H13 -5.52 -0.39 7.05  0.35
H14 -4.66 0.38 4.87  0.45
H15 0.94 -2.15 5.42  0.66
H16 2.24 -2.68 7.42  0.41
H17 4.68 -3.13 7.26  0.37
H18 5.78 -2.99 5.03  0.38
H19 4.47 -2.43 3.04  0.40
H20 3.44 -4.37 2.19  0.50
H21 2.92 -5.22 -0.24  0.59
H22 1.12 0.22 1.13  -1.09
H23 -1.47 1.02 1.49  -0.11
H24 -5.93 -2.20 -2.22  0.42
H25 -7.42 -4.08 -2.80  0.36
H26 -6.80 -6.39 -2.14  0.37
H27 -4.70 -6.79 -0.91  0.38
H28 -3.21 -4.89 -0.34  0.47
C45 0.99 6.11 -3.90  -1.10
N5 1.99 5.08 -4.05  0.52
C46 3.10 5.33 -4.94  -1.04
C47 1.99 4.03 -3.17  0.11
O1 1.15 3.90 -2.30  -0.24
C48 3.12 3.01 -3.29  -1.05
O2 2.87 2.05 -2.31  -0.17
C49 3.92 1.15 -2.01  -0.63
C50 4.24 1.33 -0.52  0.60
O3 4.26 2.49 -0.09  -0.74
N6 4.49 0.24 0.22  0.15
C51 4.38 -1.12 -0.31  -1.48
C52 4.61 0.36 1.67  -1.04
H29 0.54 6.34 -4.87  0.34
H30 1.43 7.03 -3.49  0.37
H31 0.22 5.75 -3.22  0.21
H32 2.77 6.04 -5.71  0.33
H33 3.42 4.42 -5.44  0.36
H34 3.96 5.77 -4.42  0.29
H35 4.08 3.51 -3.13  0.62
H36 3.13 2.57 -4.30  0.30
H37 4.83 1.41 -2.56  0.39
H38 3.61 0.14 -2.30  0.46
H39 5.00 -1.24 -1.20  0.45
H40 3.35 -1.40 -0.50  0.58
H41 4.75 -1.81 0.45  0.38
H42 4.65 1.42 1.92  0.35
H43 5.53 -0.13 2.00  0.27
H44 3.76 -0.11 2.16  0.38
C53 1.82 5.51 1.74  -1.68
C54 0.47 5.06 1.26  0.76
O4 0.25 3.90 1.00  -0.47
C55 -0.63 6.07 1.11  0.55
C56 -0.47 7.35 1.63  -0.69
C57 -1.46 8.31 1.53  -0.86
C58 -2.64 8.00 0.86  -0.53
C59 -2.82 6.75 0.30  -0.39
C60 -1.84 5.77 0.44  0.25
O5 -2.04 4.56 -0.17  -0.04
H45 2.51 4.67 1.62  0.23
H46 1.77 5.78 2.79  0.45
H47 2.18 6.37 1.19  0.43
H48 0.46 7.60 2.14  0.37
H49 -1.32 9.29 1.96  0.40
H50 -3.41 8.75 0.76  0.39
H51 -3.72 6.52 -0.24  0.48
O6 -3.90 4.25 1.05  -0.29
N7 -3.29 3.80 0.19  0.37
C61 0.63 2.03 -6.29  -1.16
N8 0.42 1.58 -4.94  0.05
C62 -0.53 2.07 -4.09  -0.20
N9 -1.24 3.17 -4.54  -0.39
O7 -0.69 1.60 -2.97  -0.35
H52 1.49 1.52 -6.70  0.35
H53 0.83 3.10 -6.31  0.32
H54 -0.22 1.82 -6.95  0.36
H55 0.79 0.69 -4.64  0.26
H56 -1.42 3.24 -5.52  0.18
H57 -2.03 3.38 -3.94  0.26

Properties
Total charge   -1
Kohn-Sham gap   3.8045 eV
DFT total energy   -93506.7157 eV



A structure of composition C62H58FeN7O10PS2. Source: the Open Molecules 2025 dataset; level of theory: wB97M-V/def2-TZVPD.

Last column: Mulliken charge in e.
Atoms and positions in Å:
Fe1 0.47 -0.40 0.20  0.32
C1 -1.41 -2.37 3.56  -1.01
C2 -1.24 -1.77 2.31  0.07
N1 -0.05 -1.35 1.91  0.85
C3 0.97 -1.48 2.78  -0.09
C4 0.77 -2.08 4.01  -0.20
N2 -0.41 -2.55 4.41  -0.69
C5 2.25 -0.93 2.31  0.50
C6 3.48 -1.00 2.97  -1.28
C7 4.59 -0.43 2.35  0.72
C8 4.45 0.17 1.10  -1.06
C9 3.20 0.19 0.51  -0.01
N3 2.15 -0.32 1.14  1.05
C10 2.85 0.78 -0.80  0.38
C11 3.77 1.30 -1.68  -0.24
N4 3.41 1.86 -2.84  -0.66
C12 2.11 1.89 -3.09  -1.42
C13 1.17 1.35 -2.22  0.32
N5 1.54 0.77 -1.09  1.54
C14 5.91 -0.47 3.02  -0.17
C15 6.77 0.62 3.00  -0.42
C16 7.99 0.54 3.64  -0.40
N6 8.42 -0.55 4.29  -0.66
C17 7.59 -1.59 4.31  -0.39
C18 6.35 -1.61 3.70  -0.49
H1 -2.40 -2.72 3.85  0.51
H2 -2.07 -1.62 1.63  -0.32
H3 1.60 -2.20 4.71  0.41
H4 3.57 -1.47 3.94  0.74
H5 5.31 0.59 0.61  0.67
H6 4.83 1.27 -1.47  0.47
H7 1.79 2.36 -4.01  0.63
H8 0.11 1.42 -2.41  -0.08
H9 6.47 1.54 2.51  0.49
H10 8.67 1.39 3.64  0.37
H11 7.95 -2.47 4.84  0.37
H12 5.74 -2.50 3.74  0.48
C19 -1.47 -5.90 -2.89  -1.84
C20 -1.52 -4.40 -3.17  1.44
C21 -2.22 -4.09 -4.49  -1.76
O1 -0.21 -3.88 -3.21  -0.38
C22 -0.07 -2.78 -2.32  -0.17
C23 -1.33 -2.81 -1.45  -0.52
O2 -2.18 -3.76 -2.10  -0.30
C24 -2.05 -1.43 -1.32  1.76
O3 -1.20 -0.46 -0.86  -0.28
C25 -2.66 -1.06 -2.69  0.07
C26 -2.03 -0.13 -3.50  0.04
C27 -2.57 0.24 -4.73  -0.90
C28 -3.76 -0.32 -5.17  -0.74
C29 -4.41 -1.24 -4.35  -0.72
C30 -3.87 -1.60 -3.13  0.03
C31 -3.23 -1.52 -0.34  -0.84
C32 -3.74 -2.70 0.21  0.42
C33 -4.72 -2.66 1.20  -1.02
C34 -5.21 -1.44 1.65  -0.70
C35 -4.72 -0.26 1.08  -0.49
C36 -3.75 -0.30 0.10  -0.33
C37 1.27 -2.91 -1.56  2.24
O4 1.45 -1.91 -0.65  0.35
C38 1.33 -4.30 -0.89  -0.53
C39 1.09 -4.40 0.48  0.08
C40 1.12 -5.63 1.13  -0.86
C41 1.40 -6.78 0.41  -0.59
C42 1.66 -6.70 -0.95  -0.92
C43 1.62 -5.47 -1.59  0.17
C44 2.47 -2.75 -2.52  -0.66
C45 2.40 -2.00 -3.69  -0.19
C46 3.55 -1.70 -4.42  -0.86
C47 4.79 -2.14 -3.99  -0.52
C48 4.87 -2.88 -2.82  -1.01
C49 3.73 -3.18 -2.10  -0.38
H13 -0.89 -6.41 -3.66  0.32
H14 -2.49 -6.30 -2.88  0.40
H15 -1.01 -6.07 -1.92  0.38
H16 -1.70 -4.61 -5.30  0.46
H17 -2.20 -3.02 -4.67  0.34
H18 -3.26 -4.43 -4.46  0.30
H19 -0.07 -1.84 -2.88  0.19
H20 -1.09 -3.17 -0.45  0.18
H21 -1.14 0.34 -3.13  -0.36
H22 -2.07 1.00 -5.33  0.50
H23 -4.19 -0.02 -6.11  0.37
H24 -5.36 -1.67 -4.67  0.41
H25 -4.39 -2.31 -2.50  0.33
H26 -3.36 -3.66 -0.12  0.35
H27 -5.09 -3.58 1.63  0.42
H28 -5.97 -1.40 2.42  0.40
H29 -5.10 0.70 1.42  0.45
H30 -3.33 0.61 -0.31  0.33
H31 0.90 -3.49 1.02  -0.10
H32 0.92 -5.68 2.19  0.45
H33 1.43 -7.75 0.92  0.38
H34 1.89 -7.59 -1.51  0.38
H35 1.81 -5.41 -2.65  0.46
H36 1.45 -1.64 -4.06  0.35
H37 3.47 -1.10 -5.32  0.40
H38 5.68 -1.89 -4.55  0.37
H39 5.84 -3.23 -2.46  0.40
H40 3.81 -3.75 -1.18  0.47
O5 1.59 2.62 1.17  -0.77
C50 0.54 2.20 1.66  -0.21
O6 -0.10 1.14 1.38  0.22
C51 -0.01 2.92 2.89  0.20
C52 -1.18 2.48 3.51  -0.21
C53 -1.62 3.09 4.67  -0.63
C54 -0.89 4.14 5.19  -0.10
C55 0.27 4.61 4.59  -0.77
C56 0.70 3.98 3.43  -0.35
N7 -1.34 4.78 6.43  1.03
O7 -0.67 5.68 6.90  -0.65
O8 -2.37 4.37 6.95  -0.64
H41 -1.72 1.66 3.06  0.57
H42 -2.53 2.77 5.17  0.50
H43 0.81 5.44 5.02  0.50
H44 1.60 4.30 2.92  0.53
C57 -2.87 6.23 1.64  -1.60
C58 -2.99 4.98 0.79  2.09
C59 -4.18 4.11 1.17  -1.15
O9 -3.17 5.39 -0.56  -0.56
P1 -2.14 4.90 -1.71  0.62
S1 -2.75 5.75 -3.38  -0.62
S2 -1.85 2.94 -1.62  -0.59
O10 -0.80 5.66 -1.14  -0.49
C60 0.52 5.13 -1.27  2.07
C61 1.39 5.90 -0.30  -1.56
C62 1.00 5.26 -2.71  -1.55
H45 -2.70 5.97 2.68  0.28
H46 -3.78 6.83 1.57  0.31
H47 -2.03 6.83 1.28  0.38
H48 -2.08 4.39 0.87  -0.56
H49 -5.11 4.65 1.00  0.39
H50 -4.13 3.82 2.22  0.34
H51 -4.18 3.21 0.55  -0.01
H52 0.50 4.07 -0.98  -0.73
H53 1.39 6.96 -0.55  0.43
H54 2.41 5.52 -0.32  0.34
H55 1.00 5.78 0.71  0.19
H56 1.01 6.31 -3.00  0.34
H57 0.33 4.73 -3.38  0.33
H58 2.01 4.85 -2.80  0.40

Properties
Total charge   -2
Kohn-Sham gap   5.2791 eV
DFT total energy   -161493.6454 eV



A cluster of 7 separate species, C62H66F7IN2O14PS in total at a distorted geometry. Source: the Open Molecules 2025 dataset; level of theory: wB97M-V/def2-TZVPD.

Last column: Mulliken charge in e.
Atoms and positions in Å:
C1 0.77 -4.48 3.97  -0.84
C2 0.94 -3.98 2.64  -0.50
C3 1.13 -3.08 1.24  -0.09
C4 -0.22 -2.13 0.95  -0.06
C5 -1.25 -2.73 -0.15  1.13
C6 -1.45 -4.39 -0.09  -0.70
C7 -2.32 -4.87 1.25  -0.04
C8 -3.90 -4.44 1.21  -0.62
C9 -4.53 -4.87 2.69  0.72
F1 -6.00 -5.13 2.57  -0.30
F2 -3.93 -6.16 3.18  -0.29
C10 -4.34 -3.72 3.84  0.54
F3 -4.64 -4.40 5.16  -0.27
F4 -2.97 -3.18 3.98  -0.18
F5 -5.27 -2.57 3.75  -0.23
C11 -1.01 -2.18 -1.71  -0.47
F6 -2.35 -2.63 -2.28  -0.44
I1 0.34 -3.62 -2.60  0.16
N1 -0.77 -0.70 -1.84  0.93
O1 -1.93 -0.26 -1.20  -0.32
C12 -0.93 -0.10 -3.19  0.06
C13 0.19 0.02 -4.32  -0.05
C14 1.11 1.42 -4.33  -0.60
F7 1.04 -1.14 -4.66  -0.38
C15 0.25 -0.08 -0.88  1.76
C16 0.44 1.52 -0.88  -2.09
C17 -0.64 2.64 -1.12  1.49
C18 -2.02 2.78 -0.30  -0.87
C19 0.18 4.06 -0.72  -1.20
P1 2.08 -0.65 -1.31  0.40
S1 3.45 0.41 -0.34  -0.32
C20 0.14 -0.56 0.69  -1.41
C21 -0.78 0.32 1.71  0.14
C22 -0.38 0.07 3.33  -0.49
C23 0.86 1.14 3.67  -0.07
C24 1.22 1.23 5.26  -0.77
N2 2.43 2.19 5.36  -0.29
C25 3.69 1.54 4.83  0.48
C26 4.28 0.25 5.69  -1.02
O2 4.25 1.99 3.68  -0.60
H1 0.57 -4.52 5.14  0.34
H2 1.36 -3.80 0.34  0.32
H3 2.10 -2.43 1.41  0.45
H4 -0.82 -2.26 1.98  0.15
H5 -2.34 -2.36 0.21  -0.20
H6 -0.44 -4.98 -0.01  0.26
H7 -2.03 -4.82 -1.01  0.41
H8 -1.75 -4.59 2.23  0.10
H9 -2.31 -6.06 1.20  0.01
H10 -4.10 -3.28 1.11  0.18
H11 -4.54 -4.98 0.39  0.31
H12 -2.68 -0.16 -1.84  0.27
H13 -1.80 -0.71 -3.74  0.56
H14 -1.43 0.99 -3.17  -0.44
H15 -0.42 0.18 -5.34  0.43
H16 2.22 1.25 -4.03  0.07
H17 1.16 1.89 -5.43  0.40
H18 0.66 2.27 -3.66  0.08
H19 1.32 1.81 -1.64  0.32
H20 0.97 1.78 0.17  0.61
H21 -0.90 2.86 -2.26  -0.28
H22 -2.50 1.84 0.17  0.05
H23 -1.91 3.58 0.58  0.35
H24 -2.84 3.25 -1.03  0.10
H25 -0.25 4.93 -1.39  0.31
H26 1.31 3.93 -1.05  0.31
H27 0.15 4.27 0.43  0.34
H28 2.35 -2.01 -0.98  0.20
H29 2.43 -0.44 -2.69  -0.04
H30 1.23 -0.45 1.17  0.44
H31 -0.60 1.50 1.65  -0.41
H32 -1.91 0.02 1.64  0.30
H33 -1.33 0.24 4.00  0.34
H34 0.07 -0.99 3.51  0.18
H35 0.57 2.25 3.33  0.12
H36 1.74 0.81 2.97  0.13
H37 0.34 1.82 5.82  0.31
H38 1.46 0.20 5.77  0.20
H39 2.22 3.06 4.79  0.20
H40 3.49 -0.62 5.56  0.23
H41 5.31 -0.09 5.25  0.35
H42 4.30 0.54 6.83  0.29
C27 -6.60 3.01 -4.82  -0.48
C28 -5.95 1.95 -4.32  -0.40
C29 -4.61 2.09 -3.73  0.20
O3 -4.01 1.12 -3.28  -0.35
C30 -4.00 3.44 -3.72  -0.01
C31 -4.65 4.49 -4.22  -0.49
C32 -6.00 4.36 -4.81  0.18
O4 -6.59 5.32 -5.27  -0.54
H43 -7.59 2.93 -5.26  0.45
H44 -6.38 0.96 -4.32  0.48
H45 -3.01 3.52 -3.29  0.42
H46 -4.22 5.49 -4.22  0.49
C33 4.31 5.09 4.42  -0.29
C34 5.55 4.60 4.52  -0.49
C35 6.67 5.42 5.01  0.22
O5 7.80 4.97 5.10  -0.55
C36 6.37 6.81 5.40  -0.45
C37 5.14 7.31 5.30  -0.18
C38 4.01 6.49 4.80  0.25
O6 2.88 6.94 4.72  -0.59
H47 3.48 4.50 4.06  0.60
H48 5.79 3.57 4.24  0.62
H49 7.20 7.40 5.76  0.44
H50 4.90 8.33 5.57  0.44
C39 3.66 -0.33 -5.82  0.14
C40 4.14 -0.62 -7.03  -0.54
C41 5.58 -0.85 -7.26  0.20
O7 6.02 -1.11 -8.37  -0.54
C42 6.47 -0.74 -6.09  -0.40
C43 6.00 -0.45 -4.87  -0.60
C44 4.55 -0.22 -4.65  0.43
O8 4.12 0.04 -3.54  -0.47
H51 2.61 -0.16 -5.64  0.21
H52 3.50 -0.71 -7.90  0.46
H53 7.53 -0.91 -6.27  0.42
H54 6.64 -0.36 -4.00  0.45
C45 -4.64 -0.48 -8.43  -0.39
C46 -4.13 0.14 -7.36  -0.15
C47 -3.57 1.51 -7.46  0.33
O9 -3.10 2.07 -6.48  -0.47
C48 -3.59 2.16 -8.78  -0.41
C49 -4.10 1.54 -9.85  -0.34
C50 -4.66 0.17 -9.75  0.27
O10 -5.13 -0.39 -10.73  -0.53
H55 -5.05 -1.48 -8.37  0.43
H56 -4.10 -0.32 -6.38  0.43
H57 -3.18 3.15 -8.84  0.44
H58 -4.13 2.00 -10.83  0.43
C51 2.29 4.08 7.78  -0.09
C52 2.81 5.30 7.92  -0.20
C53 2.83 5.98 9.23  0.28
O11 3.31 7.10 9.35  -0.56
C54 2.25 5.26 10.38  -0.47
C55 1.73 4.04 10.24  -0.49
C56 1.71 3.35 8.94  0.16
O12 1.24 2.23 8.81  -0.57
H59 2.27 3.56 6.83  0.96
H60 3.24 5.84 7.09  0.45
H61 2.27 5.78 11.33  0.42
H62 1.30 3.50 11.08  0.42
C57 -1.38 -10.18 -2.05  -0.38
C58 -0.85 -8.95 -1.91  -0.42
C59 -0.84 -8.27 -0.61  0.35
O13 -0.36 -7.15 -0.48  -0.46
C60 -1.41 -8.99 0.55  -0.23
C61 -1.94 -10.21 0.41  -0.41
C62 -1.95 -10.90 -0.90  0.31
O14 -2.43 -12.02 -1.02  -0.54
H63 -1.40 -10.69 -3.00  0.41
H64 -0.43 -8.41 -2.75  0.42
H65 -1.39 -8.48 1.50  0.49
H66 -2.36 -10.76 1.24  0.42

Properties
Total charge   +1
Kohn-Sham gap   6.7651 eV
DFT total energy   -144223.7066 eV



These records have E_LUMO values of 0.038, 0.107, -0.149 hartree, in the order they appear.